Entry 1:
Below is 3 unconnected molecules or ions with the total composition C3H11NO3 in a non-equilibrium geometry, with properties calculated with the ωB97M-V functional and the def2-TZVPD basis.

The calculation puts the relative energy (zero: lowest compared OMol25 entry of this formula, charge and spin) at 54.8 kcal/mol. For the max |F|, the calculation gives 6.02 eV Å⁻¹. The SMILES is CNC(C)=O.O.O. The value obtained for the orbital gap is 9.934 eV.

```
! wB97M-V def2-TZVPD RIJCOSX def2/J DEFGRID3
* xyz 0 1
C -0.40 2.16 0.14
N 0.18 0.98 0.78
C -0.53 -0.22 0.98
C -2.10 -0.16 1.30
O 0.02 -1.28 1.26
H 0.04 3.06 0.76
H 0.17 2.23 -0.81
H -1.54 2.15 0.07
H 1.08 0.74 0.44
H -2.42 -1.21 1.29
H -2.39 0.86 0.96
H -1.77 0.05 2.47
O 1.05 -2.15 -3.18
H 0.73 -2.58 -2.38
H 0.35 -1.46 -3.38
O 2.45 -0.68 -0.17
H 1.78 -1.31 -0.28
H 3.30 -1.17 -0.26
*
```

***

Entry 2:
Below is a molecular structure, C2H6InO in a non-equilibrium geometry, with properties calculated with the ωB97M-V functional and the def2-TZVPD basis.

The calculation puts the relative energy (zero: lowest compared OMol25 entry of this formula, charge and spin) at 57.5 kcal/mol. For the max |F|, the calculation gives 3.16 eV Å⁻¹. The value obtained for the orbital gap (alpha / beta) is 6.256 / 6.662 eV.

```
! wB97M-V def2-TZVPD RIJCOSX def2/J DEFGRID3
* xyz 1 1
H -0.83 -2.90 1.08
C 0.82 1.20 -0.32
O 0.35 0.09 0.40
C -0.85 -0.59 -0.06
H 1.78 1.51 0.12
H 0.98 0.93 -1.38
H 0.08 2.01 -0.27
H -0.72 -0.87 -1.12
H -1.69 0.13 0.01
In 0.09 -1.51 1.55
*
```

***

Entry 3:
Below is a molecular structure, C25H50ClHfNP2SeSi2 in a non-equilibrium geometry, with properties calculated with the ωB97M-V functional and the def2-TZVPD basis.

The calculation puts the relative energy (zero: lowest compared OMol25 entry of this formula, charge and spin) at 0.0 kcal/mol. For the max |F|, the calculation gives 3.33 eV Å⁻¹. The value obtained for the orbital gap is 7.855 eV.

```
! wB97M-V def2-TZVPD RIJCOSX def2/J DEFGRID3
* xyz 0 1
Hf -0.52 0.02 0.06
C 1.92 -0.09 -1.14
C 1.21 -1.28 -1.42
C 0.03 -0.89 -2.14
Si 1.93 -2.98 -1.11
C 0.03 0.52 -2.28
C 1.22 1.03 -1.64
Si 1.93 2.76 -1.62
H 2.91 -0.05 -0.68
H -0.68 -1.59 -2.59
H -0.67 1.12 -2.85
Cl -2.18 0.15 1.81
C 3.79 2.74 -1.51
C 1.39 3.64 -3.17
C 3.79 -2.93 -1.00
C 1.39 -4.11 -2.49
H 2.02 3.26 -3.99
H 1.55 4.72 -3.08
H 0.34 3.46 -3.44
H 4.13 2.22 -0.60
H 4.17 3.77 -1.48
H 4.21 2.23 -2.39
H 2.02 -3.86 -3.36
H 0.34 -4.00 -2.78
H 1.58 -5.16 -2.23
H 4.21 -2.58 -1.95
H 4.17 -3.94 -0.80
H 4.12 -2.26 -0.20
C 1.21 3.49 -0.03
C 1.21 -3.43 0.58
P -0.48 2.89 0.32
H 1.25 4.58 -0.08
H 1.85 3.16 0.81
P -0.48 -2.79 0.82
H 1.85 -2.97 1.35
H 1.26 -4.53 0.71
C -0.90 -3.49 2.51
C -1.47 -3.86 -0.38
C -1.47 3.75 -1.04
C -0.88 3.85 1.87
C -0.64 3.03 3.14
H -1.97 4.02 1.78
C -0.15 5.19 2.04
H 0.91 5.03 2.23
H -0.58 5.69 2.92
H -0.26 5.88 1.20
H -1.23 2.11 3.14
H -0.95 3.62 4.02
H 0.42 2.76 3.28
H -1.06 3.31 -1.97
C -1.29 5.27 -1.12
C -2.96 3.40 -0.96
H -0.26 5.58 -1.32
H -1.65 5.76 -0.21
H -1.90 5.64 -1.95
H -3.18 2.46 -1.47
H -3.54 4.19 -1.46
H -3.32 3.32 0.08
H -1.06 -3.57 -1.37
C -2.96 -3.50 -0.35
C -1.29 -5.37 -0.21
H -0.25 -5.71 -0.35
H -1.89 -5.88 -0.98
H -1.66 -5.71 0.76
H -3.18 -2.67 -1.03
H -3.32 -3.24 0.65
H -3.54 -4.37 -0.71
C -0.65 -2.48 3.63
C -0.18 -4.79 2.89
H -1.98 -3.68 2.42
H 0.89 -4.59 3.06
H -0.27 -5.61 2.17
H -0.60 -5.14 3.85
H 0.42 -2.23 3.73
H -0.98 -2.91 4.58
H -1.20 -1.55 3.46
C -2.53 -0.08 -1.14
H -2.58 -0.16 -2.23
H -3.12 -0.93 -0.77
H -3.14 0.80 -0.89
Se 2.63 0.28 3.97
C 1.70 0.20 2.51
N 0.98 0.12 1.56
*
```

***

Entry 4:
Below is a single C4H5NO molecule, with properties calculated with the ωB97M-V functional and the def2-TZVPD basis.

The calculation puts the relative energy (zero: lowest compared OMol25 entry of this formula, charge and spin) at 29.7 kcal/mol. For the max |F|, the calculation gives 0.85 eV Å⁻¹. The SMILES is C#CCC(N)=O. The value obtained for the orbital gap is 10.696 eV.

```
! wB97M-V def2-TZVPD RIJCOSX def2/J DEFGRID3
* xyz 0 1
C -1.65 -1.13 -1.21
C -1.14 -0.24 -0.57
C -0.44 0.92 -0.05
C 0.88 0.65 0.70
N 1.35 -0.62 0.60
O 1.42 1.52 1.36
H -2.16 -1.94 -1.66
H -1.06 1.50 0.64
H -0.30 1.51 -0.97
H 2.22 -0.84 1.06
H 0.87 -1.32 0.08
*
```